Computed, not measured: 5 unconnected molecules or ions with the total composition C12H37N3O5 at a distorted geometry, with the ωB97M-V functional and the def2-TZVPD basis.

XYZ file:
```
57
Properties=species:S:1:pos:R:3:nbo_charge:R:1
C -1.609 -0.665 -2.441 -0.266
O -1.579 -1.534 -3.569 -0.544
C -2.879 -1.916 -3.992 -0.071
C -3.393 -3.190 -3.290 -0.077
C -2.459 -4.371 -3.484 -0.617
N -4.717 -3.543 -3.802 -0.837
H -1.597 -1.239 -1.506 0.168
H -2.443 0.030 -2.324 0.186
H -0.688 -0.081 -2.463 0.191
H -3.655 -1.152 -3.854 0.166
H -2.859 -2.059 -5.081 0.172
H -3.573 -2.955 -2.237 0.187
H -2.229 -4.486 -4.548 0.199
H -2.821 -5.310 -3.072 0.220
H -1.482 -4.190 -3.024 0.216
H -5.448 -2.902 -3.524 0.358
H -4.727 -3.573 -4.818 0.347
C 3.313 -0.586 1.406 -0.252
O 1.980 -0.936 1.198 -0.551
C 1.743 -2.311 1.084 -0.071
C 2.244 -2.989 -0.189 -0.081
C 1.390 -2.551 -1.397 -0.616
N 2.196 -4.439 -0.048 -0.830
H 3.396 0.475 1.648 0.194
H 4.025 -0.862 0.627 0.173
H 3.685 -1.026 2.351 0.165
H 2.201 -2.813 1.955 0.165
H 0.692 -2.600 1.183 0.203
H 3.229 -2.587 -0.467 0.161
H 0.351 -2.833 -1.207 0.209
H 1.689 -3.041 -2.324 0.209
H 1.484 -1.475 -1.546 0.216
H 2.101 -4.853 -0.970 0.359
H 3.098 -4.795 0.260 0.358
C 2.762 6.252 3.559 -0.242
O 2.104 5.183 2.927 -0.543
C 0.965 4.705 3.563 -0.071
C 0.187 3.781 2.662 -0.068
C -1.169 3.301 3.186 -0.621
N 0.952 2.559 2.318 -0.856
H 3.651 6.421 2.954 0.194
H 3.063 6.014 4.583 0.167
H 2.169 7.170 3.567 0.168
H 1.173 4.163 4.505 0.152
H 0.293 5.513 3.898 0.164
H 0.070 4.275 1.690 0.198
H -1.833 4.147 3.377 0.213
H -1.088 2.691 4.085 0.201
H -1.613 2.734 2.371 0.243
H 1.874 2.812 1.976 0.373
H 1.049 1.971 3.142 0.355
O -0.097 0.779 0.271 -1.024
H 0.605 0.108 0.223 0.490
H 0.122 1.323 1.062 0.503
O -2.314 2.476 -0.633 -0.967
H -1.987 3.165 -1.219 0.461
H -1.598 1.819 -0.601 0.500
```

Frontier orbital gap in eV: 9.40
SMILES string: COC[C@H](C)N.COC[C@H](C)N.COC[C@H](C)N.O.O
Energy relative to the best compared isomer or geometry (same formula, charge and spin) in kcal/mol: 11.8
Electronic energy in eV: -27750.45680
Molecular weight in g mol⁻¹: 303.4

Computed, not measured: a molecular structure, C12H37N6O3P2Y at a distorted geometry, with the ωB97M-V functional and the def2-TZVPD basis.

XYZ file:
```
61
Properties=species:S:1:pos:R:3:mulliken_charge:R:1
Y -2.883 2.591 -0.256 1.770
O -1.904 0.869 0.403 -0.511
H -1.851 -0.097 0.326 0.317
O -0.530 -5.213 3.204 -0.854
P -0.584 -3.942 2.487 0.309
N 0.668 -3.615 1.456 0.319
C 1.098 -4.644 0.517 -1.159
C 1.578 -2.496 1.608 -0.962
N -0.636 -2.654 3.541 0.238
C -0.806 -2.900 4.965 -1.017
C -1.195 -1.440 3.045 -0.650
N -1.923 -3.830 1.500 0.140
C -1.982 -2.975 0.350 -0.776
C -3.182 -4.268 2.094 -1.026
H 1.530 -4.181 -0.371 0.428
H 0.240 -5.239 0.193 0.383
H 1.804 -5.340 0.974 0.312
H 1.327 -1.667 0.931 0.072
H 2.592 -2.830 1.364 0.485
H 1.673 -2.171 2.641 0.324
H -1.866 -2.912 5.259 0.334
H -0.440 -3.897 5.197 0.384
H -0.276 -2.154 5.557 0.298
H -1.039 -0.600 3.728 0.444
H -0.751 -1.160 2.084 -0.123
H -2.287 -1.508 2.876 0.267
H -2.281 -1.928 0.597 0.010
H -1.029 -2.990 -0.171 0.281
H -2.791 -3.331 -0.296 0.551
H -4.000 -3.729 1.618 0.450
H -3.192 -4.083 3.170 0.292
H -3.313 -5.341 1.953 0.276
O -1.182 2.829 -1.705 -0.824
P 0.303 3.026 -2.079 0.186
N 0.570 4.128 -3.234 0.273
C 0.308 3.813 -4.633 -0.968
C 0.399 5.549 -2.918 -1.052
N 0.889 1.633 -2.654 0.335
C 0.509 0.396 -1.969 -0.937
C 2.172 1.579 -3.359 -1.212
N 1.060 3.549 -0.733 0.306
C 0.517 3.213 0.583 -0.543
C 2.432 4.054 -0.800 -1.066
H 0.947 4.436 -5.257 0.336
H -0.747 3.910 -4.898 0.307
H 0.596 2.788 -4.848 0.363
H 0.718 5.763 -1.899 0.413
H -0.646 5.869 -2.982 0.290
H 1.018 6.130 -3.598 0.346
H 1.119 -0.418 -2.358 0.492
H 0.734 0.428 -0.897 0.218
H -0.534 0.146 -2.149 0.210
H 2.507 2.567 -3.660 0.453
H 2.954 1.237 -2.671 0.406
H 2.102 0.899 -4.204 0.386
H 0.340 2.148 0.723 0.263
H 1.213 3.581 1.331 0.377
H -0.426 3.766 0.770 -0.102
H 2.606 4.740 0.029 0.466
H 2.577 4.657 -1.693 0.376
H 3.177 3.257 -0.777 0.297
```

Frontier orbital gap in eV: 3.06
Energy relative to the best compared isomer or geometry (same formula, charge and spin) in kcal/mol: 0.0
Total charge: +2
Electronic energy in eV: -47735.99667
Molecular weight in g mol⁻¹: 464.3

Computed, not measured: a molecular structure, C12H38AlB2N2O4 at a distorted geometry, with the ωB97M-V functional and the def2-TZVPD basis.

XYZ file:
```
59
Properties=species:S:1:pos:R:3:nbo_charge:R:1
Al -12.760 -24.527 -13.587 1.530
B -10.107 -23.329 -12.585 -0.790
H -9.284 -22.709 -12.266 0.125
H -9.795 -24.154 -13.207 -0.030
H -10.663 -23.781 -11.778 0.006
H -10.776 -22.757 -13.210 0.036
B -14.813 -25.832 -15.380 -0.831
H -15.045 -24.779 -15.361 0.022
H -14.751 -26.272 -14.397 0.002
H -15.475 -26.409 -16.006 0.152
H -13.792 -25.954 -15.709 0.007
C -13.178 -22.929 -17.169 -0.264
O -12.181 -23.375 -16.235 -0.539
C -10.939 -23.537 -16.811 -0.067
C -10.032 -24.381 -15.936 -0.275
N -10.729 -25.625 -15.615 -0.541
C -9.824 -26.679 -15.047 -0.243
C -10.783 -27.865 -14.572 -0.071
O -11.961 -27.378 -13.973 -0.532
C -12.838 -28.462 -13.710 -0.251
H -13.236 -23.568 -18.050 0.191
H -13.018 -21.903 -17.502 0.189
H -14.198 -23.019 -16.796 0.216
H -10.542 -22.522 -16.844 0.192
H -10.931 -23.975 -17.808 0.176
H -9.617 -23.717 -15.178 0.250
H -9.131 -24.544 -16.528 0.201
H -10.915 -26.003 -16.533 0.383
H -9.282 -26.291 -14.185 0.214
H -9.092 -27.008 -15.784 0.209
H -10.179 -28.555 -13.982 0.184
H -11.006 -28.489 -15.437 0.177
H -13.811 -28.027 -13.480 0.196
H -12.515 -29.086 -12.877 0.176
H -13.009 -29.105 -14.573 0.195
C -12.704 -21.861 -10.879 -0.245
O -13.411 -23.030 -11.114 -0.522
C -13.886 -23.624 -9.974 -0.076
C -14.977 -24.618 -10.357 -0.268
N -14.706 -25.630 -11.354 -0.534
C -14.063 -26.846 -10.823 -0.259
C -12.571 -26.811 -10.412 -0.076
O -11.700 -26.370 -11.505 -0.554
C -10.306 -26.584 -11.259 -0.257
H -12.285 -21.646 -11.862 0.208
H -12.041 -22.006 -10.026 0.188
H -13.317 -21.009 -10.586 0.183
H -14.372 -22.870 -9.354 0.196
H -13.176 -24.018 -9.246 0.185
H -15.946 -24.240 -10.682 0.221
H -15.289 -24.958 -9.370 0.201
H -15.573 -25.933 -11.775 0.402
H -14.197 -27.498 -11.686 0.217
H -14.765 -27.177 -10.057 0.215
H -12.312 -27.820 -10.090 0.203
H -12.341 -26.193 -9.545 0.187
H -9.659 -26.010 -11.923 0.220
H -10.050 -27.629 -11.437 0.178
H -10.023 -26.292 -10.248 0.191
```

Frontier orbital gap in eV: 4.94
Energy relative to the best compared isomer or geometry (same formula, charge and spin) in kcal/mol: 14.3
Total charge: +1
Electronic energy in eV: -32160.27204
Molecular weight in g mol⁻¹: 323.1

Computed, not measured: 6 unconnected molecules or ions with the total composition C12H39N3O6 at a distorted geometry, with the ωB97M-V functional and the def2-TZVPD basis.

XYZ file:
```
60
Properties=species:S:1:pos:R:3:nbo_charge:R:1
C -5.379 2.925 0.484 -0.244
O -4.896 3.795 -0.505 -0.566
C -3.642 3.426 -1.119 -0.057
C -3.174 4.476 -2.198 -0.064
C -2.504 5.697 -1.643 -0.623
N -4.189 4.888 -3.131 -0.830
H -4.550 2.529 1.070 0.169
H -6.043 2.156 0.091 0.171
H -6.010 3.461 1.193 0.184
H -2.912 3.319 -0.317 0.174
H -3.869 2.506 -1.658 0.178
H -2.377 4.037 -2.798 0.180
H -3.251 6.269 -1.092 0.205
H -2.110 6.304 -2.458 0.197
H -1.700 5.595 -0.914 0.206
H -5.017 5.310 -2.735 0.370
H -3.701 5.546 -3.721 0.350
C -0.758 -3.904 -3.202 -0.242
O -0.738 -2.655 -3.805 -0.562
C -0.085 -2.535 -5.105 -0.057
C -0.174 -1.144 -5.682 -0.073
C 0.587 -0.077 -4.854 -0.628
N -1.573 -0.754 -5.883 -0.826
H -1.136 -3.835 -2.182 0.189
H 0.221 -4.380 -3.144 0.161
H -1.496 -4.572 -3.647 0.166
H 0.947 -2.786 -4.863 0.166
H -0.380 -3.293 -5.830 0.183
H 0.329 -1.281 -6.640 0.192
H 0.394 0.956 -5.143 0.209
H 1.665 -0.195 -4.966 0.206
H 0.361 -0.191 -3.793 0.205
H -1.927 -0.634 -4.945 0.355
H -1.699 0.144 -6.326 0.357
C 2.710 -1.854 3.717 -0.248
O 2.990 -2.268 4.991 -0.532
C 4.147 -3.132 5.010 -0.066
C 4.515 -3.422 6.530 -0.059
C 4.744 -2.190 7.367 -0.614
N 5.709 -4.247 6.609 -0.841
H 2.509 -2.732 3.103 0.159
H 3.464 -1.201 3.278 0.167
H 1.704 -1.435 3.707 0.194
H 4.112 -4.105 4.520 0.164
H 4.949 -2.622 4.476 0.170
H 3.709 -3.912 7.077 0.161
H 4.991 -2.416 8.404 0.204
H 3.797 -1.683 7.555 0.219
H 5.465 -1.541 6.871 0.208
H 5.511 -5.059 6.041 0.350
H 5.935 -4.489 7.563 0.365
O 0.142 0.421 -0.087 -0.949
H 0.097 0.321 -1.038 0.469
H 0.641 1.227 0.046 0.480
O 2.125 3.467 0.169 -0.946
H 1.900 3.821 1.030 0.472
H 2.786 4.070 -0.172 0.474
O -2.958 -1.843 1.598 -0.939
H -2.191 -1.613 1.074 0.474
H -2.719 -2.666 2.025 0.465
```

Frontier orbital gap in eV: 9.29
SMILES string: COC[C@H](C)N.COC[C@H](C)N.COC[C@H](C)N.O.O.O
Energy relative to the best compared isomer or geometry (same formula, charge and spin) in kcal/mol: 44.7
Electronic energy in eV: -29828.76642
Molecular weight in g mol⁻¹: 321.5